Computed, not measured: C17H15F29GaO3S as an isolated structure in a non-equilibrium geometry, with ωB97M-V/def2-TZVPD.

Structure (ORCA input):
```
! wB97M-V def2-TZVPD RIJCOSX def2/J DEFGRID3
* xyz -1 1
F 3.42707 2.86879 -3.62549
C 2.65860 3.62682 -4.40956
F 3.36223 4.14673 -5.39599
F 1.77084 2.83072 -4.95349
C 1.94894 4.79842 -3.63980
F 1.95328 4.56472 -2.28569
F 2.66476 5.94665 -3.85829
Ga 0.01638 5.02482 -4.43375
S -1.40884 3.41135 -3.55973
H 0.18996 4.84071 -6.02308
H -0.54995 6.46679 -4.06364
H -1.53244 2.54608 -4.59690
C 3.25932 2.12210 -0.51430
C 1.95051 2.00900 0.29354
C 2.07967 1.90093 1.81461
F 2.79818 0.82310 2.20397
F 0.84848 1.76981 2.37267
F 1.21703 0.98434 -0.19545
F 1.23874 3.13600 0.04833
O 3.79087 0.92013 -1.07617
C 4.55557 0.08753 -0.29178
C 3.86721 -1.25262 -0.03105
F 2.64258 -1.09126 0.50939
F 4.59557 -1.99422 0.84363
F 4.92166 0.71054 0.84540
F 5.69474 -0.15275 -0.97716
H 3.01822 2.72989 -1.38453
H 4.02227 2.68956 0.01899
H 2.54504 2.79892 2.22941
H 3.75844 -1.81894 -0.95798
C -4.70561 0.66063 0.93902
C -3.92501 0.42736 -0.36627
C -3.58467 1.66325 -1.20188
F -4.68920 2.34005 -1.58896
F -2.93723 1.28912 -2.31812
F -4.58145 -0.49369 -1.11060
F -2.74166 -0.14517 -0.01042
O -6.12232 0.49340 0.91080
C -6.91625 1.53641 0.47197
C -7.62962 1.21264 -0.84238
F -6.76553 0.84870 -1.80422
F -8.29552 2.30608 -1.28678
F -6.20414 2.67227 0.40930
F -7.85699 1.72832 1.42553
H -4.36977 -0.11981 1.62088
H -4.42359 1.59712 1.41970
H -2.93311 2.34554 -0.64721
H -8.34547 0.39963 -0.69989
C 1.52492 -3.63336 2.02450
C 0.24488 -3.77694 2.86745
C 0.42365 -4.00254 4.37003
F 1.12506 -5.12127 4.64657
F -0.79127 -4.14513 4.95766
F -0.53217 -4.74341 2.32831
F -0.44595 -2.61311 2.72805
O 2.00975 -4.79534 1.35246
C 2.78860 -5.70249 2.04485
C 2.08916 -7.05094 2.22838
F 0.88970 -6.91730 2.82332
F 2.84250 -7.85861 3.01425
F 3.20443 -5.17173 3.20852
F 3.89646 -5.90320 1.30018
H 1.26595 -2.95699 1.21271
H 2.31995 -3.12454 2.56925
H 0.92692 -3.14960 4.83347
H 1.93969 -7.54002 1.26344
*
```

Its HOMO energy is -4.99 eV. For the gap between HOMO and LUMO, the calculation gives 0.2586 hartree. The value obtained for the relative energy (zero: lowest compared OMol25 entry of this formula, charge and spin) is 0.00 kJ/mol. The total energy comes out at -6101.68230 Eh.

Results of the natural (NBO) charge analysis, in e, for atoms 1 through 8: -0.340 0.896 -0.318 -0.308 0.282 -0.372 -0.363 0.678



Computed, not measured: one molecule with the formula C17H15F2N5OS in a non-equilibrium geometry, with ωB97M-V/def2-TZVPD.

Structure (ORCA input):
```
! wB97M-V def2-TZVPD RIJCOSX def2/J DEFGRID3
* xyz 0 1
C -5.96542 1.86298 -0.70687
N -4.92298 1.55484 0.22309
C -3.95713 0.62313 0.01453
O -3.96014 -0.05333 -1.00986
C -2.92301 0.42373 1.07101
C -2.07000 -0.72539 0.98658
C -1.05126 -0.98622 1.89642
N -0.08690 -2.01068 1.74903
C 0.34028 -2.56518 0.46668
C 1.30004 -1.59720 -0.15540
C 1.28241 -1.14813 -1.48016
N 2.25377 -0.21674 -1.80393
C 2.98343 0.06527 -0.75857
N 3.97157 0.97337 -1.11450
C 4.94294 1.55482 -0.34522
C 5.10275 1.51730 1.03558
C 6.22056 2.10790 1.64538
C 7.16254 2.68543 0.83016
C 6.87094 2.81960 -0.54412
N 5.78337 2.25959 -1.09272
S 2.55360 -0.73757 0.74500
C -0.91330 -0.12247 2.99000
F 0.09398 -0.46587 3.84048
C -1.74670 0.98356 3.16429
C -2.70019 1.26696 2.15894
F -3.36013 2.43985 2.29554
H -6.32234 2.87917 -0.48653
H -5.62989 1.89716 -1.72777
H -6.80375 1.18150 -0.62859
H -4.84037 2.12387 1.06294
H -2.23252 -1.40078 0.11802
H 0.57027 -2.07606 2.54356
H 0.86148 -3.52761 0.67975
H -0.50054 -2.84655 -0.20116
H 0.49865 -1.43186 -2.14806
H 3.95317 1.20254 -2.08815
H 4.41323 1.01843 1.69808
H 6.40213 2.06510 2.71673
H 8.09137 3.05337 1.22949
H 7.60303 3.34243 -1.15402
H -1.57271 1.70603 3.98056
*
```

Its HOMO energy is -7.89 eV. For the gap between HOMO and LUMO, the calculation gives 0.3074 hartree. The total energy comes out at -1603.76005 Eh. Its SMILES is CNC(=O)c1cc(NCc2cnc(Nc3ccccn3)s2)c(F)cc1F.

Results of the natural (NBO) charge analysis, in e, for atoms 1 through 8: -0.409 -0.602 0.650 -0.627 -0.221 -0.144 0.073 -0.617